No. 1
{
  "formula": "C25H28N4O2PdS",
  "method": "wB97M-V/def2-TZVPD",
  "symbols": ["Pd", "C", "C", "N", "C", "C", "C", "S", "N", "C", "O", "C", "C", "C", "C", "C", "C", "H", "H", "H", "H", "H", "H", "H", "H", "H", "H", "H", "H", "H", "H", "H", "C", "C", "C", "C", "C", "C", "C", "H", "H", "H", "H", "H", "H", "H", "N", "C", "O", "C", "C", "C", "C", "N", "C", "H", "H", "H", "H", "H", "H"],
  "xyz": [[0.61, -0.22, 0.71], [-3.63, 1.24, -3.81], [-2.63, 2.24, -3.24], [-1.35, 1.60, -2.90], [-0.32, 1.63, -3.95], [0.53, 2.89, -3.87], [-1.18, 1.03, -1.72], [0.41, 0.32, -1.45], [-2.23, 1.03, -0.89], [-2.23, 0.71, 0.37], [-1.22, 0.40, 1.11], [-3.54, 0.68, 1.06], [-4.70, 1.06, 0.37], [-5.92, 1.02, 1.01], [-6.01, 0.61, 2.33], [-4.87, 0.24, 3.02], [-3.64, 0.27, 2.39], [-4.53, 1.76, -4.12], [-3.89, 0.50, -3.06], [-3.22, 0.73, -4.68], [-3.02, 2.74, -2.36], [-2.39, 3.01, -3.98], [-0.86, 1.59, -4.90], [0.29, 0.73, -3.89], [-0.08, 3.79, -3.97], [1.27, 2.89, -4.67], [1.06, 2.94, -2.92], [-4.62, 1.38, -0.66], [-6.82, 1.32, 0.47], [-6.97, 0.59, 2.83], [-4.94, -0.08, 4.06], [-2.75, -0.01, 2.94], [0.70, -0.15, 3.12], [0.90, -1.46, 2.73], [-0.16, -2.16, 2.03], [0.06, -3.45, 1.57], [1.27, -4.06, 1.83], [2.32, -3.40, 2.52], [2.16, -2.12, 2.94], [1.51, 0.41, 3.59], [-0.28, 0.32, 3.10], [-1.14, -1.71, 1.99], [-0.74, -3.98, 1.07], [1.42, -5.09, 1.52], [3.24, -3.93, 2.71], [2.94, -1.60, 3.47], [5.93, 1.57, 1.27], [6.04, 0.24, 1.07], [7.00, -0.43, 1.39], [4.85, -0.46, 0.45], [5.09, -1.60, -0.32], [4.02, -2.30, -0.85], [2.74, -1.87, -0.56], [2.51, -0.80, 0.21], [3.54, -0.09, 0.69], [6.74, 2.04, 1.65], [5.27, 2.13, 0.76], [6.12, -1.91, -0.48], [4.17, -3.16, -1.48], [1.87, -2.38, -0.95], [3.30, 0.77, 1.30]],
  "total_charge": 2,
  "e_tot_ha": -1864.50211,
  "de_lowest_kcal_mol": 0.0
}

No. 2
{
  "formula": "C25H28N4O4S",
  "method": "wB97M-V/def2-TZVPD",
  "symbols": ["C", "H", "O", "C", "C", "C", "C", "C", "C", "N", "S", "O", "O", "C", "C", "C", "C", "C", "C", "N", "C", "C", "C", "C", "C", "H", "H", "H", "H", "H", "H", "H", "H", "H", "H", "H", "H", "N", "C", "O", "N", "C", "C", "C", "C", "C", "C", "H", "H", "H", "H", "H", "H", "H", "H", "H", "H", "H", "H", "H", "H", "H"],
  "xyz": [[6.06, 1.62, -0.17], [6.67, 1.25, -1.00], [4.73, 1.54, -0.61], [3.74, 2.02, 0.22], [3.94, 2.45, 1.52], [2.87, 2.90, 2.27], [1.60, 2.94, 1.73], [1.39, 2.52, 0.43], [2.45, 2.05, -0.34], [2.26, 1.62, -1.64], [0.80, 0.97, -2.16], [1.13, 0.23, -3.35], [-0.15, 2.03, -2.29], [0.25, -0.08, -0.81], [-1.11, 0.02, -0.57], [-1.68, -0.58, 0.55], [-0.83, -1.24, 1.44], [0.52, -1.35, 1.18], [1.11, -0.82, 0.03], [2.45, -0.94, -0.23], [3.37, -1.32, 0.82], [3.58, -2.83, 0.93], [4.06, -3.37, -0.42], [3.07, -2.95, -1.50], [2.91, -1.43, -1.52], [2.21, -1.14, -2.30], [3.89, -0.97, -1.73], [3.42, -3.29, -2.48], [2.10, -3.41, -1.31], [4.15, -4.46, -0.38], [5.04, -2.96, -0.65], [4.32, -3.04, 1.71], [2.65, -3.33, 1.20], [3.03, -0.89, 1.77], [4.33, -0.85, 0.58], [1.12, -1.89, 1.90], [-1.24, -1.67, 2.34], [-3.04, -0.51, 0.85], [-4.06, -0.10, 0.02], [-3.90, 0.27, -1.12], [-5.28, -0.18, 0.65], [-6.55, 0.15, 0.15], [-7.64, -0.04, 0.99], [-8.92, 0.27, 0.56], [-9.12, 0.77, -0.72], [-8.03, 0.96, -1.55], [-6.75, 0.65, -1.13], [-5.91, 0.80, -1.78], [-8.18, 1.35, -2.55], [-10.12, 1.01, -1.05], [-9.76, 0.11, 1.22], [-7.49, -0.43, 1.99], [-5.30, -0.51, 1.61], [-3.28, -0.90, 1.75], [-1.70, 0.60, -1.25], [3.08, 1.24, -2.08], [0.41, 2.57, -0.02], [0.77, 3.30, 2.31], [3.04, 3.23, 3.29], [4.93, 2.44, 1.96], [6.35, 2.65, 0.06], [6.24, 0.99, 0.71]],
  "smiles": "COc1ccccc1NS(=O)(=O)c1cc(NC(=O)Nc2ccccc2)ccc1N1CCCCC1",
  "e_tot_ha": -1887.64814,
  "de_lowest_kcal_mol": 29.5
}

No. 3
{
  "formula": "C25H28N9O3S2Sn",
  "method": "wB97M-V/def2-TZVPD",
  "symbols": ["Sn", "S", "C", "N", "N", "C", "C", "C", "C", "C", "C", "N", "N", "C", "C", "C", "C", "C", "C", "H", "H", "H", "H", "H", "H", "H", "H", "H", "H", "H", "C", "C", "C", "C", "C", "C", "O", "N", "C", "O", "N", "C", "O", "H", "H", "H", "H", "H", "H", "H", "H", "H", "H", "H", "C", "N", "C", "C", "N", "H", "H", "H", "H", "H", "H", "S", "C", "N"],
  "xyz": [[-1.25, -0.61, -0.05], [-1.47, 1.31, -1.60], [-0.27, 0.71, -2.77], [0.15, 1.46, -3.77], [-0.35, 2.63, -3.95], [0.11, 3.51, -4.94], [1.18, 3.19, -5.76], [1.59, 4.10, -6.72], [0.94, 5.32, -6.85], [-0.12, 5.64, -6.02], [-0.54, 4.74, -5.06], [0.33, -0.48, -2.69], [0.16, -1.31, -1.79], [0.91, -2.49, -1.76], [1.60, -2.93, -2.89], [2.35, -4.09, -2.82], [2.42, -4.81, -1.63], [1.73, -4.37, -0.51], [0.96, -3.22, -0.58], [-1.09, 2.95, -3.34], [1.67, 2.23, -5.64], [2.43, 3.87, -7.36], [1.26, 6.02, -7.61], [-0.61, 6.59, -6.11], [-1.37, 4.97, -4.40], [1.52, -2.37, -3.81], [2.88, -4.44, -3.69], [3.01, -5.71, -1.57], [1.79, -4.92, 0.42], [0.41, -2.88, 0.29], [-4.12, -2.29, 3.69], [-2.77, -2.81, 4.17], [-1.62, -1.80, 3.98], [-0.29, -2.45, 4.43], [0.93, -1.55, 4.26], [-1.90, -0.59, 4.87], [-2.09, -0.70, 6.06], [-1.91, 0.65, 4.26], [-1.63, 0.92, 2.93], [-1.44, 2.04, 2.52], [-1.56, -0.19, 2.13], [-1.50, -1.45, 2.52], [-1.28, -2.31, 1.65], [-4.90, -3.00, 3.94], [-4.14, -2.14, 2.61], [-4.37, -1.34, 4.18], [-2.52, -3.73, 3.63], [-2.83, -3.03, 5.23], [-0.16, -3.36, 3.85], [-0.41, -2.71, 5.48], [1.08, -1.25, 3.22], [1.82, -2.10, 4.58], [0.85, -0.65, 4.87], [-2.06, 1.46, 4.86], [1.86, 3.38, 1.75], [2.37, 2.25, 0.99], [3.75, 2.27, 0.53], [1.62, 1.20, 0.80], [0.96, 0.27, 0.61], [1.96, 4.29, 1.15], [2.44, 3.51, 2.67], [0.81, 3.23, 2.00], [3.92, 3.19, -0.03], [3.93, 1.42, -0.12], [4.44, 2.23, 1.37], [-4.81, -3.41, 0.35], [-3.75, -2.41, -0.23], [-2.98, -1.65, -0.74]],
  "total_charge": 1,
  "e_tot_ha": -2698.47960,
  "de_lowest_kcal_mol": 3.1
}

No. 4
{
  "formula": "C25H29BCl2N10RuS",
  "method": "wB97M-V/def2-TZVPD",
  "symbols": ["Ru", "C", "C", "C", "C", "N", "N", "B", "N", "C", "C", "C", "C", "N", "N", "C", "C", "C", "C", "N", "N", "C", "C", "C", "C", "N", "H", "H", "H", "H", "H", "H", "H", "H", "H", "H", "H", "H", "H", "H", "H", "H", "H", "H", "H", "H", "Cl", "C", "C", "C", "C", "C", "Cl", "C", "S", "H", "H", "H", "C", "N", "C", "C", "N", "H", "H", "H", "H", "H", "H"],
  "xyz": [[-0.27, 0.33, -1.01], [-2.78, 2.78, -1.45], [-2.72, 2.04, -0.16], [-3.48, 2.24, 0.99], [-3.08, 1.25, 1.87], [-2.15, 0.50, 1.28], [-1.91, 0.98, 0.04], [-1.38, -0.79, 1.65], [-1.50, -1.83, 0.52], [-2.03, -3.07, 0.53], [-2.00, -3.57, -0.74], [-1.43, -2.57, -1.53], [-1.16, -2.62, -2.99], [-1.13, -1.53, -0.75], [0.09, -0.41, 1.83], [0.95, -0.40, 2.87], [2.16, 0.06, 2.42], [2.00, 0.32, 1.06], [3.06, 0.78, 0.11], [0.74, 0.05, 0.72], [-2.03, -1.40, 2.89], [-3.38, -1.61, 3.08], [-3.53, -2.33, 4.22], [-2.22, -2.56, 4.69], [-1.75, -3.31, 5.88], [-1.33, -1.99, 3.85], [-2.67, 3.86, -1.28], [-3.75, 2.62, -1.93], [-2.00, 2.46, -2.14], [-4.22, 2.99, 1.15], [-3.40, 1.05, 2.88], [-2.37, -3.52, 1.45], [-2.34, -4.54, -1.07], [-2.05, -2.97, -3.52], [-0.35, -3.31, -3.21], [-0.90, -1.64, -3.40], [0.64, -0.74, 3.84], [3.06, 0.18, 3.00], [3.62, 1.61, 0.55], [2.65, 1.09, -0.84], [3.76, -0.04, -0.07], [-4.09, -1.23, 2.36], [-4.45, -2.67, 4.67], [-2.48, -3.28, 6.68], [-0.79, -2.94, 6.22], [-1.61, -4.36, 5.61], [2.21, -2.56, -0.79], [3.00, -2.08, -2.22], [4.13, -2.78, -2.58], [4.82, -2.46, -3.74], [4.38, -1.44, -4.58], [3.24, -0.73, -4.24], [2.74, 0.52, -5.30], [2.51, -1.02, -3.04], [1.14, -0.04, -2.75], [4.47, -3.59, -1.94], [5.70, -3.02, -4.01], [4.91, -1.19, -5.48], [0.40, 5.66, -0.26], [1.07, 4.65, -1.10], [2.18, 5.08, -1.95], [0.69, 3.41, -1.07], [0.36, 2.30, -1.05], [-0.02, 6.44, -0.89], [1.12, 6.09, 0.43], [-0.40, 5.18, 0.30], [1.82, 5.84, -2.66], [2.56, 4.23, -2.51], [2.97, 5.51, -1.34]],
  "total_charge": 2,
  "e_tot_ha": -2955.49695,
  "de_lowest_kcal_mol": 27.0
}

No. 5
{
  "formula": "C25H29BrIrN8O",
  "method": "wB97M-V/def2-TZVPD",
  "symbols": ["Ir", "N", "C", "N", "C", "N", "N", "C", "C", "C", "C", "C", "C", "N", "C", "C", "C", "C", "C", "C", "H", "H", "H", "H", "H", "H", "H", "H", "H", "H", "H", "C", "C", "C", "C", "C", "Br", "N", "C", "H", "H", "H", "H", "H", "H", "C", "N", "C", "C", "O", "N", "C", "C", "H", "H", "H", "H", "H", "H", "H", "H", "H", "H", "H", "H"],
  "xyz": [[0.58, -0.12, -0.09], [-3.68, 1.04, -2.44], [-2.94, 0.32, -1.61], [-1.88, 0.78, -0.99], [-1.53, 2.09, -1.18], [-0.59, 2.60, -0.41], [-0.11, 1.76, 0.48], [-0.11, 2.00, 1.75], [0.38, 0.93, 2.58], [0.58, 1.03, 3.95], [1.13, -0.07, 4.65], [1.45, -1.20, 3.98], [1.15, -1.38, 2.54], [0.63, -0.19, 1.88], [-2.24, 2.92, -2.10], [-1.94, 4.28, -2.32], [-2.73, 5.03, -3.14], [-3.86, 4.46, -3.76], [-4.18, 3.14, -3.56], [-3.38, 2.36, -2.73], [-4.51, 0.63, -2.86], [-3.24, -0.71, -1.43], [-0.52, 2.92, 2.15], [0.34, 1.95, 4.46], [1.30, 0.01, 5.72], [1.85, -2.06, 4.50], [0.41, -2.19, 2.46], [-1.09, 4.71, -1.81], [-2.50, 6.08, -3.30], [-4.49, 5.07, -4.39], [-5.06, 2.71, -4.03], [4.07, -2.93, 3.13], [3.09, -3.04, 2.02], [2.88, -4.21, 1.35], [2.04, -4.26, 0.23], [1.48, -3.07, -0.26], [0.37, -3.17, -1.77], [1.67, -1.89, 0.28], [2.33, -1.82, 1.59], [4.90, -3.62, 2.98], [3.63, -3.22, 4.09], [4.45, -1.91, 3.24], [3.39, -5.11, 1.66], [1.85, -5.19, -0.28], [3.03, -0.97, 1.58], [3.69, 1.21, -3.95], [2.58, 1.21, -3.00], [2.85, 1.85, -1.72], [1.44, 0.50, -3.16], [0.81, 0.06, -2.15], [0.95, 0.28, -4.40], [-0.08, -0.73, -4.60], [1.31, 1.08, -5.57], [4.60, 0.91, -3.43], [3.87, 2.20, -4.37], [3.53, 0.49, -4.75], [3.92, 1.95, -1.57], [2.45, 1.25, -0.89], [2.39, 2.84, -1.67], [-0.65, -0.88, -3.69], [0.37, -1.68, -4.89], [-0.74, -0.41, -5.41], [1.78, 2.01, -5.29], [0.39, 1.30, -6.12], [1.96, 0.53, -6.25]],
  "spin_multiplicity": 5,
  "total_charge": 3,
  "e_tot_ha": -4160.64189,
  "de_lowest_kcal_mol": 14.9
}

No. 6
{
  "formula": "C25H29Cl2IrN7O4PS",
  "method": "wB97M-V/def2-TZVPD",
  "symbols": ["Ir", "N", "C", "C", "C", "C", "C", "C", "S", "O", "O", "N", "C", "N", "C", "C", "C", "N", "H", "H", "H", "H", "H", "H", "H", "H", "H", "C", "C", "C", "C", "C", "C", "C", "H", "H", "H", "H", "H", "H", "H", "C", "N", "C", "N", "C", "N", "C", "P", "C", "C", "H", "H", "H", "H", "H", "H", "H", "H", "H", "H", "H", "H", "Cl", "C", "Cl", "C", "O", "O", "H"],
  "xyz": [[0.46, -0.48, -1.28], [-5.03, 4.65, 2.11], [-4.53, 3.48, 1.65], [-3.70, 2.68, 2.45], [-3.17, 1.52, 1.96], [-3.47, 1.11, 0.67], [-4.32, 1.86, -0.14], [-4.84, 3.04, 0.34], [-2.59, -0.25, -0.05], [-3.41, -1.11, -0.84], [-1.76, -0.85, 0.97], [-1.50, 0.56, -1.01], [-1.81, 0.68, -2.30], [-3.05, 0.87, -2.72], [-3.26, 0.83, -4.02], [-2.23, 0.69, -4.94], [-0.95, 0.58, -4.42], [-0.73, 0.56, -3.12], [-4.86, 4.93, 3.06], [-5.64, 5.20, 1.54], [-3.48, 3.01, 3.46], [-2.53, 0.89, 2.56], [-4.53, 1.51, -1.13], [-5.48, 3.65, -0.28], [-4.30, 0.91, -4.32], [-2.43, 0.67, -6.00], [-0.09, 0.51, -5.07], [2.61, -0.86, -2.48], [2.79, -2.23, -2.17], [2.39, -3.25, -3.09], [2.62, -4.57, -2.82], [3.23, -4.96, -1.63], [3.62, -3.99, -0.71], [3.42, -2.66, -0.97], [2.38, -0.62, -3.51], [3.22, -0.15, -1.95], [1.91, -2.95, -4.01], [2.34, -5.32, -3.54], [3.39, -6.00, -1.41], [4.08, -4.30, 0.22], [3.75, -1.91, -0.27], [2.98, 2.54, 2.69], [3.45, 1.17, 2.56], [2.80, 0.35, 3.56], [1.36, 0.40, 3.40], [0.90, 1.77, 3.51], [1.54, 2.63, 2.53], [1.12, 2.35, 1.19], [1.51, 0.59, 0.66], [3.32, 0.65, 1.23], [0.91, -0.26, 2.21], [3.47, 3.17, 1.95], [3.25, 2.89, 3.69], [3.06, 0.75, 4.55], [3.15, -0.68, 3.49], [1.13, 2.13, 4.51], [-0.18, 1.79, 3.35], [1.62, 3.04, 0.51], [0.04, 2.51, 1.10], [3.89, 1.27, 0.54], [3.72, -0.37, 1.20], [1.29, -1.29, 2.18], [-0.18, -0.31, 2.18], [-0.73, -2.64, -2.30], [-0.75, -3.79, -0.97], [-2.34, -3.84, -0.24], [0.31, -3.41, 0.19], [0.53, -4.30, 0.97], [0.78, -2.26, 0.13], [-0.48, -4.78, -1.35]],
  "spin_multiplicity": 6,
  "total_charge": 1,
  "e_tot_ha": -3418.14906,
  "de_lowest_kcal_mol": 26.0
}

No. 7
{
  "formula": "C25H29ClN2O5",
  "method": "wB97M-V/def2-TZVPD",
  "symbols": ["C", "C", "O", "C", "C", "C", "C", "C", "C", "O", "C", "H", "H", "H", "H", "C", "N", "C", "O", "C", "O", "C", "C", "O", "H", "C", "C", "C", "C", "C", "C", "H", "H", "Cl", "H", "H", "C", "C", "H", "C", "N", "C", "H", "H", "H", "C", "H", "H", "H", "H", "H", "H", "H", "H", "H", "H", "H", "H", "H", "H", "H", "H"],
  "xyz": [[1.64, 6.54, -0.46], [0.68, 5.38, -0.22], [1.38, 4.19, -0.57], [0.80, 2.97, -0.52], [1.62, 1.94, -0.98], [1.20, 0.62, -0.99], [-0.06, 0.30, -0.52], [-0.90, 1.32, -0.08], [-0.50, 2.65, -0.07], [-1.31, 3.66, 0.37], [-2.61, 3.35, 0.79], [-2.61, 2.69, 1.66], [-3.06, 4.30, 1.07], [-3.20, 2.89, -0.01], [-1.88, 1.05, 0.26], [-0.55, -1.13, -0.45], [-1.74, -1.34, -1.27], [-2.83, -1.76, -0.60], [-3.92, -1.99, -1.09], [-2.42, -1.87, 0.86], [-3.14, -2.17, 1.81], [-1.04, -1.48, 0.93], [-0.44, -1.23, 2.13], [-1.08, -1.47, 3.27], [-1.99, -1.81, 3.06], [0.89, -0.61, 2.26], [1.98, -1.07, 1.53], [3.20, -0.44, 1.63], [3.33, 0.68, 2.45], [2.25, 1.13, 3.20], [1.04, 0.48, 3.11], [0.20, 0.82, 3.69], [2.37, 1.99, 3.84], [4.84, 1.49, 2.54], [4.05, -0.79, 1.08], [1.88, -1.95, 0.91], [-1.72, -1.12, -2.69], [-1.01, -2.25, -3.44], [-1.07, -2.05, -4.51], [-1.66, -3.60, -3.17], [-1.30, -4.59, -4.17], [0.07, -5.03, -4.04], [0.74, -4.18, -4.17], [0.29, -5.76, -4.81], [0.28, -5.49, -3.06], [-2.21, -5.72, -4.14], [-2.17, -6.27, -3.19], [-3.22, -5.37, -4.31], [-1.94, -6.41, -4.94], [-2.75, -3.47, -3.21], [-1.41, -3.95, -2.15], [0.05, -2.26, -3.16], [-2.76, -1.07, -3.01], [-1.22, -0.16, -2.89], [0.25, -1.80, -0.79], [1.87, -0.15, -1.35], [2.60, 2.21, -1.33], [-0.21, 5.49, -0.84], [0.37, 5.34, 0.83], [1.94, 6.56, -1.50], [1.15, 7.47, -0.20], [2.52, 6.42, 0.16]],
  "smiles": "CCOc1ccc([C@H]2/C(=C(/O)c3ccc(Cl)cc3)C(=O)C(=O)N2CCCN(C)C)cc1OC",
  "e_tot_ha": -1915.94334
}